ORCA calculation (ωB97M-V/def2-TZVPD) on a cluster of 3 separate species, C3H11NO3 in total.

Geometry as ORCA input:
```
! RIJCOSX wB97M-V def2-TZVPD def2/J DEFGRID3
* xyz 0 1
C -2.063 0.611 -0.789
N -1.265 -0.083 -1.632
O -1.782 -1.114 0.366
O -1.593 1.549 -0.022
H -0.606 1.465 0.125
H -1.828 -1.352 1.302
H -3.126 0.710 -0.988
H -1.824 -0.597 -2.303
H -0.894 -0.828 -0.930
C 1.825 0.341 -0.005
C 1.674 -0.901 0.855
O 1.019 1.438 0.478
H 1.202 1.573 1.416
H 1.473 0.164 -1.021
H 2.868 0.669 -0.058
H 2.048 -0.723 1.868
H 2.248 -1.726 0.428
H 0.624 -1.194 0.910
*
```

Calculated values
LUMO energy in eV: 0.80
Energy in eV: -10919.9453
Relative energy (zero: lowest compared OMol25 entry of this formula, charge and spin) in kcal per mole: 70.57
Gap between HOMO and LUMO in eV: 9.82